Record 1
{
  "formula": "C12H14MoN8O7S",
  "method": "the ωB97M-V functional and the def2-TZVPD basis",
  "elements": ["Mo", "N", "C", "C", "O", "N", "C", "C", "O", "O", "H", "H", "H", "H", "H", "H", "N", "C", "N", "C", "N", "N", "C", "N", "C", "C", "C", "C", "C", "N", "H", "H", "H", "H", "H", "H", "H", "H", "O", "S", "O", "O", "O"],
  "coordinates": [[0.6074, -0.4570, 0.6853], [0.5201, 1.8840, 0.6046], [-0.0148, 2.4315, 1.8727], [0.6034, 1.5912, 2.9720], [0.8462, 1.9600, 4.0752], [0.8850, 0.2942, 2.4765], [1.9506, -0.4112, 3.1467], [3.0810, -0.4794, 2.0668], [4.2342, -0.5607, 2.2354], [2.4404, -0.4502, 0.8407], [0.0299, 2.3158, -0.1738], [1.4860, 2.2020, 0.5159], [0.2445, 3.4774, 2.0276], [-1.1008, 2.3404, 1.8922], [2.2752, 0.0857, 4.0565], [1.7044, -1.4619, 3.3393], [2.7433, -0.0041, -1.9705], [1.4634, 0.0320, -2.3173], [1.1870, 0.0614, -3.6009], [-0.0832, 0.1363, -3.9873], [-0.3743, 0.1813, -5.2654], [-1.1274, 0.1577, -3.1000], [-0.8069, 0.1139, -1.8574], [0.4640, 0.1232, -1.3404], [-1.8861, 0.0415, -0.8528], [-3.2221, 0.0182, -1.1952], [-4.1662, -0.0964, -0.1826], [-3.7323, -0.1900, 1.1337], [-2.3791, -0.1674, 1.4002], [-1.4589, -0.0468, 0.4248], [3.4028, -0.1225, -2.7254], [3.0542, -0.2422, -1.0454], [0.3638, 0.1304, -5.9502], [-1.3342, 0.2280, -5.5661], [-3.4962, 0.0810, -2.2382], [-5.2214, -0.1173, -0.4197], [-4.4350, -0.2879, 1.9492], [-2.0038, -0.2529, 2.4122], [1.9131, -3.3352, 1.4004], [0.6961, -3.1087, 0.7128], [-0.2531, -4.0889, 0.3919], [-0.0071, -1.9046, 1.5979], [0.9070, -2.1018, -0.4418]],
  "atomic_forces_ev_per_a": [[0.00, 2.86, -0.37], [-0.07, 0.12, 0.42], [0.13, -0.02, 0.22], [-0.31, 0.92, -0.31], [0.03, -0.30, -0.02], [0.14, -0.98, 0.46], [-0.11, -0.06, -0.04], [0.50, 0.26, 1.22], [-0.26, -0.04, -0.21], [0.95, -0.30, -1.09], [-0.08, -0.29, -0.18], [0.08, -0.08, -0.12], [0.03, -0.01, -0.02], [-0.01, -0.03, -0.05], [0.03, 0.00, 0.02], [0.00, 0.03, 0.04], [-0.02, -0.12, 0.04], [-0.14, 0.25, 0.15], [0.08, -0.03, -0.28], [0.11, 0.04, 0.35], [-0.01, -0.01, -0.08], [-0.22, -0.03, -0.10], [0.17, 0.08, -0.01], [0.05, -0.17, -0.95], [-0.10, 0.04, 0.04], [0.03, 0.05, 0.01], [0.12, 0.00, 0.01], [-0.06, 0.06, -0.04], [0.07, 0.04, 0.13], [-1.12, 0.00, -0.37], [-0.01, 0.04, -0.05], [0.01, -0.01, 0.11], [0.01, 0.03, -0.02], [-0.02, -0.02, -0.01], [0.00, 0.00, 0.00], [-0.01, -0.01, 0.01], [0.02, 0.00, 0.02], [0.00, -0.07, -0.01], [0.00, -0.41, 0.01], [0.28, -0.88, 0.00], [-0.07, -0.07, 0.03], [-0.30, -0.95, 1.03], [0.03, 0.05, 0.00]],
  "lowdin_charge": [1.991, -0.009, -0.084, -0.436, 0.209, -0.117, -0.036, -0.435, 0.270, -0.248, 0.123, 0.135, 0.152, 0.131, 0.151, 0.147, 0.227, -0.390, 0.208, -0.379, 0.247, 0.222, -0.273, -0.024, -0.171, 0.055, 0.037, 0.021, -0.074, -0.065, 0.147, 0.085, 0.145, 0.141, 0.135, 0.140, 0.138, 0.131, -0.189, 0.494, -0.147, -0.422, -0.384],
  "charge": 2,
  "lumo_energy_ev": [-10.023, -10.030],
  "gap_ev": [6.567, 6.560]
}


Record 2
{
  "formula": "C4H6NO3",
  "method": "the ωB97M-V functional and the def2-TZVPD basis",
  "elements": ["N", "C", "C", "O", "C", "C", "O", "O", "H", "H", "H", "H", "H", "H"],
  "coordinates": [[1.0105, -1.2795, 1.8712], [0.0806, -0.4422, 0.9995], [-0.8719, -1.2686, 0.0465], [-0.3354, -1.9981, -0.7473], [0.8660, 0.5485, 0.1298], [-0.1076, 1.3064, -0.6953], [-0.8757, 0.7594, -1.5487], [-0.1082, 2.5184, -0.3838], [1.5621, -0.5185, 2.3723], [1.7027, -1.7916, 1.2300], [-0.5889, 0.1542, 1.5416], [-1.9204, -1.0799, 0.2123], [1.3789, 1.2255, 0.7768], [1.5441, -0.1363, -0.6759]],
  "atomic_forces_ev_per_a": [[0.50, 1.06, -0.70], [1.03, -1.35, -1.58], [3.42, 0.52, 0.62], [-1.05, -0.75, 0.06], [1.00, -4.02, -2.27], [-1.47, 1.87, -1.12], [0.88, -0.22, 1.06], [-0.23, 0.65, -0.16], [-0.60, -1.57, -0.83], [-1.40, 1.23, 1.08], [-0.71, 0.72, 1.74], [-0.89, -0.28, -0.39], [0.84, 0.30, 0.05], [-1.32, 1.85, 2.42]],
  "lowdin_charge": [-0.004, -0.358, -0.226, 0.024, -0.139, -0.769, -0.080, -0.082, 0.071, 0.083, 0.107, 0.107, 0.087, 0.179],
  "charge": -1,
  "lumo_energy_ev": 4.021,
  "smiles": "N[C@H](C=O)CC(=O)[O-]",
  "e_above_lowest_kj_mol": 222.7,
  "gap_ev": 8.119
}


Record 3
{
  "formula": "C22H23AsGaN2O3",
  "method": "the ωB97M-V functional and the def2-TZVPD basis",
  "elements": ["Ga", "C", "O", "H", "H", "H", "H", "N", "C", "C", "N", "C", "H", "H", "H", "H", "O", "As", "C", "C", "C", "C", "C", "C", "C", "C", "C", "C", "C", "C", "C", "C", "C", "C", "C", "C", "H", "H", "H", "H", "H", "H", "H", "H", "H", "H", "H", "H", "H", "H", "H", "O"],
  "coordinates": [[-1.8507, 0.4271, 0.9831], [-1.1823, 2.6811, 2.9211], [-1.8401, 1.3853, 2.8537], [-1.2155, 3.0494, 3.9442], [-1.6602, 3.4009, 2.2558], [-0.1491, 2.5125, 2.6352], [-2.7667, 1.5325, 3.0730], [-5.7762, 1.6881, 0.3216], [-5.3371, 1.8703, -0.9672], [-4.0229, 1.5334, -0.9566], [-3.6699, 1.1500, 0.3209], [-4.7488, 1.2582, 1.0664], [-6.7152, 1.8316, 0.6560], [-5.9869, 2.2022, -1.7562], [-3.3210, 1.5210, -1.7717], [-4.8338, 1.0030, 2.1092], [0.0304, 0.6062, 0.9193], [1.1058, -0.4158, 0.0768], [0.8708, -2.2262, 0.5928], [1.7989, -2.9277, 1.3610], [1.5463, -4.2467, 1.6970], [0.3763, -4.8588, 1.2662], [-0.5438, -4.1575, 0.5034], [-0.3042, -2.8368, 0.1613], [2.7930, 0.4320, 0.3670], [2.8062, 1.7936, 0.0643], [3.9705, 2.5241, 0.2253], [5.1241, 1.8992, 0.6817], [5.1138, 0.5442, 0.9712], [3.9496, -0.1961, 0.8133], [0.6941, -0.2254, -1.7806], [1.4018, -0.9895, -2.7031], [1.1251, -0.8635, -4.0550], [0.1473, 0.0249, -4.4840], [-0.5530, 0.7909, -3.5639], [-0.2792, 0.6665, -2.2089], [2.7017, -2.4636, 1.7243], [2.2599, -4.7932, 2.2982], [0.1805, -5.8893, 1.5319], [-1.4572, -4.6336, 0.1758], [-1.0302, -2.2977, -0.4289], [1.9076, 2.2823, -0.2925], [3.9794, 3.5805, -0.0069], [6.0342, 2.4707, 0.8057], [6.0143, 0.0559, 1.3180], [3.9730, -1.2525, 1.0261], [2.1636, -1.6861, -2.3719], [1.6713, -1.4585, -4.7742], [-0.0661, 0.1224, -5.5399], [-1.3079, 1.4886, -3.9022], [-0.8146, 1.2809, -1.4934], [-2.3068, -1.1910, 1.3361]],
  "atomic_forces_ev_per_a": [[-0.24, -2.58, 1.29], [0.16, -0.02, 0.28], [-0.02, 0.83, -0.62], [-0.03, -0.03, 0.01], [0.03, -0.03, -0.05], [-0.03, -0.01, -0.08], [-0.05, -0.25, 0.32], [0.02, 0.00, 0.01], [0.00, -0.07, 0.00], [-0.07, 0.05, 0.00], [0.65, 1.04, -0.33], [-0.06, -0.11, 0.05], [-0.01, -0.04, -0.01], [0.00, -0.01, -0.01], [0.00, 0.00, 0.01], [0.01, -0.08, -0.02], [-0.24, 1.05, -0.45], [-0.32, 0.09, 0.21], [0.23, -0.17, -0.09], [-0.06, 0.02, 0.11], [-0.02, 0.00, 0.00], [0.01, 0.01, 0.01], [0.01, -0.01, 0.00], [0.10, -0.02, -0.16], [0.06, -0.04, -0.01], [-0.01, -0.01, 0.04], [0.00, 0.00, 0.00], [-0.01, 0.00, 0.00], [-0.01, 0.01, -0.01], [0.04, 0.00, -0.07], [-0.01, -0.10, -0.06], [-0.02, -0.02, 0.02], [0.00, 0.02, 0.00], [0.01, 0.00, 0.00], [0.00, -0.01, 0.02], [0.00, 0.01, -0.02], [-0.03, 0.03, 0.04], [0.00, 0.00, 0.00], [0.00, 0.00, 0.00], [-0.02, 0.02, 0.02], [-0.06, 0.02, 0.08], [0.00, 0.00, 0.01], [0.00, 0.00, -0.01], [0.00, 0.00, 0.00], [0.00, -0.01, 0.00], [0.00, -0.01, -0.03], [-0.01, -0.02, 0.00], [0.00, 0.00, 0.00], [0.00, 0.00, 0.00], [0.00, 0.00, -0.01], [0.05, 0.03, 0.01], [-0.05, 0.39, -0.47]],
  "lowdin_charge": [0.313, -0.059, -0.106, 0.098, 0.094, 0.083, 0.093, 0.096, -0.046, -0.082, 0.006, -0.129, 0.172, 0.127, 0.106, 0.149, -0.404, 1.318, -0.293, -0.087, -0.069, -0.055, -0.047, -0.107, -0.282, -0.094, -0.062, -0.059, -0.061, -0.078, -0.300, -0.075, -0.056, -0.059, -0.068, -0.102, 0.079, 0.110, 0.112, 0.117, 0.091, 0.105, 0.112, 0.113, 0.114, 0.083, 0.116, 0.114, 0.113, 0.108, 0.075, -0.439],
  "charge": 1,
  "lumo_energy_ev": -2.589,
  "e_above_lowest_kj_mol": 130.3,
  "gap_ev": 7.325
}


Quick rundown of molecular weight, same order as above: 510.3, 116.1, 508.1 g mol⁻¹